Computed, not measured: a molecular structure, C33H27F3N12O5S2Sr, with the ωB97M-V functional and the def2-TZVPD basis.

The total charge is -2. Its energy relative to the best compared isomer or geometry (same formula, charge and spin) is 11.6 kcal per mole. For the total energy, the calculation gives -3434.06468 hartree. The spin multiplicity is 1. The HOMO energy comes out at -2.10 eV.

Positions of all 83 atoms, in Å:
1 Sr 0.14879 0.05615 -0.02553
2 N 2.37626 -0.51369 1.49748
3 C 3.49106 -0.01698 0.83169
4 C 4.54254 0.58436 1.47592
5 C 5.63676 1.10991 0.76446
6 C 5.70101 1.02659 -0.59486
7 C 4.62461 0.43986 -1.30236
8 C 4.58169 0.38626 -2.71120
9 C 3.48489 -0.12164 -3.34001
10 C 2.40467 -0.56907 -2.55474
11 N 2.40920 -0.54402 -1.24391
12 C 3.51008 -0.06232 -0.59926
13 H 2.43341 -0.40098 2.50090
14 H 2.14956 -1.49120 1.26474
15 H 4.51597 0.66568 2.55525
16 H 6.44001 1.58344 1.31531
17 H 6.54346 1.42438 -1.14556
18 H 5.42324 0.77107 -3.27661
19 H 3.41630 -0.16048 -4.41871
20 H 1.50424 -0.95110 -3.01923
21 S -0.85602 1.70580 2.16132
22 C -0.17086 3.28336 1.83821
23 C -0.71510 4.34062 2.65154
24 N -1.17556 5.15828 3.32064
25 C 0.80098 3.61075 0.93433
26 S 1.65717 2.56498 -0.16199
27 C 1.20733 4.99401 0.86634
28 N 1.56725 6.08639 0.79279
29 O -0.71076 -6.19778 2.99976
30 C -1.62450 -5.27809 3.22939
31 O -2.68982 -5.53174 3.75450
32 C -1.29793 -3.88498 2.82217
33 C -2.14009 -2.81972 3.07215
34 N -1.53902 -1.72885 2.58990
35 N -0.35691 -1.99837 2.02138
36 C -0.18861 -3.30898 2.15815
37 C 1.06268 -3.96210 1.60515
38 O 1.17514 -5.19585 1.82623
39 O 1.84597 -3.24884 0.96059
40 H 0.10976 -5.78827 2.52028
41 H -3.10109 -2.80014 3.55205
42 H -1.87501 -0.77514 2.58216
43 F -3.48808 5.45859 -3.78038
44 C -2.60417 4.61491 -4.32464
45 F -3.23258 3.99706 -5.34656
46 F -1.64175 5.37119 -4.89036
47 C -2.03628 3.62727 -3.34252
48 C -1.01141 2.78288 -3.75721
49 C -0.52634 1.86156 -2.85472
50 N -0.98892 1.75184 -1.60733
51 C -1.95937 2.56964 -1.21886
52 C -2.51996 3.52857 -2.05608
53 H -0.61096 2.83845 -4.75967
54 H 0.26649 1.18155 -3.13479
55 H -2.29438 2.45306 -0.19399
56 H -3.32374 4.15599 -1.70434
57 C -3.05467 -3.08689 -4.42244
58 N -2.47635 -2.00752 -3.65128
59 C -2.84299 -0.66743 -4.05239
60 C -1.41766 -2.17204 -2.80352
61 O -0.62904 -1.24662 -2.57516
62 N -1.25249 -3.40373 -2.24240
63 C -0.03969 -3.60931 -1.47685
64 C -2.37161 -4.22889 -1.81850
65 H -3.17483 -2.74821 -5.45562
66 H -4.03491 -3.39128 -4.04353
67 H -2.38875 -3.94739 -4.42357
68 H -3.93113 -0.58513 -4.08831
69 H -2.43507 -0.41986 -5.04012
70 H -2.46268 0.04737 -3.32866
71 H 0.78354 -3.03415 -1.88753
72 H 0.22408 -4.66744 -1.48801
73 H -0.19307 -3.30153 -0.44423
74 H -2.37808 -5.19569 -2.32895
75 H -3.31868 -3.73052 -1.98743
76 H -2.28286 -4.41185 -0.74408
77 N -2.31230 -0.61882 -0.09825
78 C -3.30837 -0.52759 -0.68367
79 C -4.47580 -0.42581 -1.44812
80 C -5.15089 -1.57732 -1.89344
81 N -5.69740 -2.51619 -2.29207
82 C -4.92378 0.84644 -1.86302
83 N -5.29605 1.88295 -2.21216

***

Computed, not measured: a molecular structure, C33H27F3N5O4PbSb, with the ωB97M-V functional and the def2-TZVPD basis.

The total charge is 0. Its energy relative to the best compared isomer or geometry (same formula, charge and spin) is 0.7 kcal per mole. For the total energy, the calculation gives -2581.20420 hartree. The spin multiplicity is 1. The HOMO energy comes out at -8.37 eV.

Positions of all 74 atoms, in Å:
1 Pb -0.36342 -0.79698 -0.02190
2 C -2.87098 -2.34248 -2.80789
3 C -3.22993 -2.96717 -1.49027
4 C -3.94736 -4.15839 -1.41448
5 C -4.20351 -4.70505 -0.17079
6 C -3.74649 -4.04526 0.96162
7 C -3.03852 -2.86111 0.80076
8 N -2.79579 -2.34395 -0.39595
9 Sb -2.60884 -1.89190 2.71301
10 C -0.57026 -1.22390 3.15116
11 C -0.27683 -1.44463 4.48774
12 C 0.95050 -1.04401 4.99101
13 C 1.85184 -0.43442 4.14574
14 C 1.50944 -0.23101 2.81209
15 C 2.49006 0.37245 1.85781
16 N 0.31016 -0.61270 2.34254
17 C -3.29337 0.07165 2.12396
18 C -4.47371 0.55925 2.66901
19 C -4.91615 1.81608 2.28661
20 C -4.16482 2.53724 1.37933
21 C -2.98852 1.98901 0.87465
22 C -2.14369 2.73723 -0.11052
23 N -2.56556 0.77464 1.24838
24 H -3.48679 -2.73162 -3.61706
25 H -1.82560 -2.55159 -3.04876
26 H -2.99125 -1.26065 -2.75717
27 H -4.28671 -4.64419 -2.31971
28 H -4.74878 -5.63581 -0.07934
29 H -3.93163 -4.45004 1.94824
30 H -0.99527 -1.94149 5.12643
31 H 1.20068 -1.22123 6.02930
32 H 2.82451 -0.11951 4.49758
33 H 3.30598 0.85503 2.39374
34 H 2.01361 1.09095 1.19530
35 H 2.91403 -0.41006 1.22190
36 H -5.03387 -0.03542 3.37906
37 H -5.83309 2.22617 2.69084
38 H -4.47652 3.52132 1.05580
39 H -2.57437 3.70999 -0.34136
40 H -2.03551 2.17059 -1.03637
41 H -1.13478 2.87478 0.27804
42 C 3.09529 -0.86530 -2.49793
43 C 2.75875 -2.03168 -1.63845
44 N 1.73620 -2.14697 -0.80569
45 C 1.82592 -3.40778 -0.24369
46 C 2.92209 -4.04942 -0.74812
47 N 3.49005 -3.16156 -1.62228
48 C 3.58288 -5.37571 -0.58279
49 O 3.02635 -6.21950 0.24171
50 O 4.57991 -5.60390 -1.23612
51 C 0.83695 -3.90980 0.76603
52 O 1.00426 -5.06432 1.21294
53 O -0.08468 -3.11995 1.08151
54 H 2.40329 -0.05174 -2.29686
55 H 3.03874 -1.14006 -3.55264
56 H 4.11025 -0.52068 -2.29334
57 H 4.32589 -3.37808 -2.14492
58 H 2.18985 -5.79875 0.67730
59 F 2.70096 7.80343 -4.05263
60 C 2.56398 7.62941 -2.72829
61 F 1.63187 8.50998 -2.30858
62 F 3.72543 8.00782 -2.15795
63 C 2.20024 6.22064 -2.36468
64 C 1.98913 5.25900 -3.34012
65 C 1.65339 3.96658 -2.97138
66 C 1.52705 3.61745 -1.62523
67 C 1.74185 4.60211 -0.65368
68 C 2.07432 5.89181 -1.02005
69 C 1.18047 2.27921 -1.24314
70 C 0.88555 1.13946 -0.91801
71 H 2.08821 5.51905 -4.38468
72 H 1.48718 3.21072 -3.72696
73 H 1.64772 4.33905 0.39175
74 H 2.24177 6.64771 -0.26315

***

Computed, not measured: a molecular structure, C33H27GeN3O7SSeTa in a non-equilibrium geometry, with the ωB97M-V functional and the def2-TZVPD basis.

The total charge is 0. Its energy relative to the best compared isomer or geometry (same formula, charge and spin) is 60.2 kcal per mole. For the total energy, the calculation gives -6898.18026 hartree. The spin multiplicity is 2. As for the expectation value of S²: 0.7639. The HOMO energy (spin up / spin down) comes out at -8.46 / -8.45 eV.

Positions of all 74 atoms, in Å:
1 Ta 0.14536 0.07885 -0.08933
2 C 3.56112 -0.69115 1.87542
3 O 3.26150 -0.55954 3.25252
4 C 1.99282 -0.39433 3.68583
5 C 1.84397 -0.38570 5.07176
6 C 0.60013 -0.26922 5.66963
7 C -0.53733 -0.19111 4.89560
8 C -0.44043 -0.20419 3.49675
9 C -1.63727 -0.18106 2.71178
10 N -1.65953 -0.27038 1.42046
11 N -2.85647 -0.22006 0.81293
12 C -2.76159 -0.14454 -0.48968
13 O -1.61223 -0.12222 -1.08334
14 C -3.99621 -0.11624 -1.28021
15 C -5.24101 0.04117 -0.67146
16 C -6.38477 0.07532 -1.44613
17 C -6.30250 -0.05965 -2.82423
18 C -5.06855 -0.22772 -3.43111
19 C -3.91862 -0.24895 -2.66554
20 C 0.83917 -0.26988 2.87270
21 O 0.91409 -0.23295 1.55103
22 H 4.63095 -0.89604 1.82974
23 H 3.34884 0.23009 1.32854
24 H 3.01792 -1.52434 1.41975
25 H 2.73965 -0.47927 5.66555
26 H 0.53091 -0.25828 6.74609
27 H -1.50890 -0.12477 5.36338
28 H -2.58593 -0.08916 3.23673
29 H -5.28178 0.15188 0.39921
30 H -7.34723 0.22391 -0.98053
31 H -7.19908 -0.01985 -3.42545
32 H -5.00590 -0.32585 -4.50439
33 H -2.94705 -0.35847 -3.12160
34 C 0.97713 -3.01318 -2.18817
35 Ge -0.08000 -2.49677 -0.54538
36 C -1.98984 -2.97710 -0.96385
37 C -2.44066 -3.12957 -2.26898
38 C -3.75009 -3.49589 -2.52290
39 C -4.63294 -3.68547 -1.47385
40 C -4.19689 -3.52242 -0.17006
41 C -2.88594 -3.16415 0.08227
42 C 0.37146 -3.87066 0.90179
43 C 0.67211 -3.47738 2.18084
44 C 1.09206 -4.38575 3.16478
45 C 1.25418 -5.70271 2.85111
46 C 0.92955 -6.16910 1.56089
47 C 1.07344 -7.53295 1.22444
48 C 0.69668 -8.00248 -0.00134
49 C 0.12021 -7.12270 -0.93083
50 C -0.01173 -5.79282 -0.63935
51 C 0.42964 -5.25726 0.58794
52 H 0.67408 -3.96577 -2.61713
53 H 2.02458 -3.08635 -1.90498
54 H 0.89153 -2.23985 -2.95057
55 H -1.75420 -2.96920 -3.08994
56 H -4.08230 -3.63740 -3.54000
57 H -5.66055 -3.94956 -1.67312
58 H -4.87885 -3.67731 0.65114
59 H -2.53864 -3.03711 1.10039
60 H 0.58825 -2.44004 2.45668
61 H 1.30444 -4.02317 4.15932
62 H 1.61301 -6.40649 3.58721
63 H 1.48570 -8.20141 1.96718
64 H 0.81820 -9.04709 -0.25102
65 H -0.22225 -7.50956 -1.88011
66 H -0.50300 -5.13265 -1.33694
67 S 0.07654 4.49266 0.99686
68 C -0.29039 3.00194 0.70469
69 N -0.62228 1.87912 0.50597
70 O 0.53041 0.83427 -1.97984
71 Se 2.05924 0.74888 -1.45214
72 O 3.19244 0.98900 -2.48422
73 O 1.93469 -0.76173 -0.80901
74 O 2.05382 1.61944 -0.12916